# C12H25ClNO2P2Pt

C12H25ClNO2P2Pt as an isolated structure (ωB97M-V with the def2-TZVPD basis set, OMol25).

Properties
frontier orbital gap (alpha / beta)	6.28 / 3.90	eV
multiplicity	5
charge	+3
relative energy (zero: lowest compared OMol25 entry of this formula, charge and spin)	20.05	kJ/mol
total energy	-52747.4399	eV

Each line ends with the Mulliken spin population.
Positions of all 44 atoms, in Å:
C -2.59 -0.87 -0.87  0.054
H 3.09 0.45 2.68  0.000
H -3.27 -0.58 -1.70  0.014
P -2.16 0.58 0.15  0.245
H 1.97 -2.84 -2.86  -0.002
H -1.00 1.16 3.07  0.052
Cl 0.67 2.75 2.61  0.118
C 2.04 -2.47 1.88  0.022
H -1.32 1.80 -1.74  -0.003
N -0.16 -1.19 -0.90  0.374
P 1.94 -0.84 1.08  0.235
H 0.64 0.54 3.31  0.019
C 3.28 0.20 1.63  0.029
Pt -0.11 0.07 0.90  0.584
H -3.11 1.92 -1.59  0.017
C -1.37 -2.38 -2.58  0.216
H 1.20 -3.10 1.53  -0.003
H 1.99 2.35 -1.89  0.000
C -0.17 -2.89 -3.08  0.614
C 1.02 -2.50 -2.48  0.217
H -3.12 -1.60 -0.22  0.045
H -4.37 1.06 0.89  0.023
H 3.01 -2.95 1.66  0.010
H 2.37 0.03 -1.11  0.051
C 1.00 -1.63 -1.39  0.400
H -0.32 4.73 0.16  0.000
H 3.33 1.12 1.03  -0.002
H -3.54 -0.11 1.96  -0.001
H -0.21 3.31 0.88  -0.004
H -2.35 -2.67 -2.99  -0.002
H -0.19 -3.58 -3.94  0.010
C -3.43 0.80 1.37  0.049
H -3.12 1.62 2.03  -0.002
H 3.14 -1.62 -0.95  0.008
H 4.23 -0.35 1.58  0.017
H 0.92 2.77 -0.83  0.001
H -1.95 2.89 -0.54  -0.004
C 2.23 -1.04 -0.74  0.073
C 0.00 1.08 2.62  0.011
H 1.94 -2.28 2.96  0.000
O 1.59 2.05 -1.05  0.012
C -2.16 1.94 -1.04  0.032
O -0.22 3.76 -0.02  0.001
C -1.34 -1.50 -1.48  0.473